1.
This record from the Open Molecules 2025 dataset describes the ion C4H11N3 with charge -1 at a distorted geometry. The level of theory is wB97M-V/def2-TZVPD.

Each line ends with the Löwdin charge.
Atoms and positions in Å:
C1 0.77 0.80 1.41  -0.319
C2 -0.19 1.29 0.28  -0.243
C3 -0.60 0.21 -0.66  -0.481
C4 0.26 -0.22 -1.70  -0.288
N1 0.78 -1.62 -1.76  -0.082
N2 -1.92 -0.42 -0.45  -0.018
N3 0.51 -0.57 1.76  -0.027
H1 0.64 1.44 2.29  0.075
H2 1.74 0.90 0.90  0.083
H3 -1.05 1.80 0.75  0.077
H4 0.42 2.02 -0.28  0.080
H5 0.46 0.33 -2.62  0.014
H6 1.73 -1.65 -1.41  0.006
H7 0.22 -2.06 -1.04  0.011
H8 -2.37 -0.06 0.40  0.023
H9 -2.53 -0.06 -1.19  0.027
H10 1.23 -1.11 2.21  0.036
H11 -0.10 -1.02 1.10  0.026

- charge = -1
- Kohn-Sham gap (spin up / spin down) (eV) = 4.76 / 5.29
- E_LUMO (spin up / spin down) (eV) = 4.517 / 4.346
- multiplicity = 2
- ΔE to the lowest compared entry with this formula, charge and spin (kJ/mol) = 222.7

=====

2.
This record from the Open Molecules 2025 dataset describes the molecule C15H17BrN6O at a distorted geometry. The level of theory is wB97M-V/def2-TZVPD.

Each line ends with the Löwdin charge.
Atoms and positions in Å:
C1 4.67 -0.82 -3.40  -0.085
C2 3.70 0.08 -2.71  -0.414
C3 2.94 1.10 -3.62  -0.058
C4 2.70 -0.64 -1.86  -0.299
C5 2.16 -0.02 -0.67  0.044
C6 1.40 -1.00 -0.08  -0.126
C7 0.48 -1.10 1.03  -0.450
O1 0.16 -2.17 1.35  0.118
N1 -0.04 -0.01 1.75  -0.035
C8 -0.16 1.28 1.22  -0.215
C9 -1.16 1.95 2.07  -0.094
C10 -1.96 0.80 2.83  -0.165
N2 -3.16 0.37 2.07  -0.084
C11 -3.18 -0.56 1.06  -0.079
C12 -4.49 -0.70 0.69  -0.631
Br1 -5.29 -1.73 -0.71  0.724
C13 -5.28 0.21 1.49  -0.342
C14 -6.74 0.34 1.45  -0.164
N3 -7.86 0.57 1.29  0.161
N4 -4.48 0.80 2.33  0.144
C15 -0.93 -0.36 2.86  -0.075
N5 1.68 -2.25 -0.79  0.066
N6 2.42 -1.94 -1.95  0.121
H1 5.11 -1.49 -2.58  0.108
H2 5.31 -0.14 -3.92  0.070
H3 4.20 -1.50 -4.09  0.071
H4 4.27 0.70 -1.95  0.144
H5 3.58 1.25 -4.48  0.052
H6 2.01 0.62 -3.99  0.089
H7 2.90 2.13 -3.10  0.102
H8 2.33 0.97 -0.26  0.115
H9 -0.49 1.14 0.17  0.146
H10 0.70 1.85 1.31  0.099
H11 -0.68 2.38 2.91  0.096
H12 -1.75 2.77 1.51  0.157
H13 -2.44 1.09 3.85  0.177
H14 -2.29 -1.12 0.75  0.133
H15 -1.41 -1.36 2.78  0.135
H16 -0.39 -0.39 3.75  0.106
H17 1.45 -3.13 -0.36  0.137

- Kohn-Sham gap (eV) = 9.49
- E_LUMO (eV) = 0.215
- structure (SMILES) = CC(C)c1cc(C(=O)N2CC[C@@H](n3cc(Br)c(C#N)n3)C2)[nH]n1
- multiplicity = 1
- ΔE to the lowest compared entry with this formula, charge and spin (kJ/mol) = 162.8

=====

3.
This record from the Open Molecules 2025 dataset describes a structure of composition C7H8BrNO2S at a distorted geometry. The level of theory is wB97M-V/def2-TZVPD.

Each line ends with the Löwdin charge.
Atoms and positions in Å:
C1 1.73 -2.14 -0.04  0.048
C2 0.57 -1.34 0.05  -0.412
C3 2.45 -0.89 -0.43  -0.367
C4 0.61 1.03 -0.86  -0.134
C5 -0.79 1.25 -0.22  -0.504
C6 -1.73 0.20 -0.64  -0.632
C7 -0.71 1.29 1.31  -0.110
N1 1.18 -0.14 -0.28  -0.074
O1 3.56 -0.44 -0.47  0.131
O2 -1.27 -3.08 0.54  -0.501
S1 -0.97 -1.71 0.85  0.973
Br1 -3.51 0.72 -0.25  0.735
H1 2.08 -3.20 0.28  0.143
H2 0.41 0.96 -2.01  0.155
H3 1.30 1.83 -0.69  0.119
H4 -1.27 2.29 -0.59  0.166
H5 -1.90 -0.29 -1.58  0.039
H6 -0.29 2.25 1.50  0.077
H7 0.08 0.45 1.61  0.097
H8 -1.55 0.95 1.90  0.050

- Kohn-Sham gap (spin up / spin down) (eV) = 7.30 / 7.01
- E_LUMO (spin up / spin down) (eV) = -1.229 / -1.511
- multiplicity = 1
- ΔE to the lowest compared entry with this formula, charge and spin (kJ/mol) = 114.8

=====

4.
This record from the Open Molecules 2025 dataset describes a structure of composition C14H20Br15NO6 at a distorted geometry. The level of theory is wB97M-V/def2-TZVPD.

Each line ends with the Löwdin charge.
Atoms and positions in Å:
C1 -2.41 2.28 4.33  -1.705
Br1 -3.26 0.99 3.16  0.526
Br2 -3.47 2.35 5.89  0.631
Br3 -1.88 3.88 3.51  0.642
H1 -1.51 1.77 4.58  -0.072
C2 1.86 -2.03 3.33  -1.615
Br4 3.38 -1.13 3.96  0.674
Br5 0.30 -0.93 3.27  0.641
Br6 1.48 -3.69 4.30  0.576
H2 2.02 -2.34 2.31  -0.040
C3 3.06 2.36 -4.17  -1.639
Br7 2.99 3.96 -5.24  0.566
Br8 3.92 2.77 -2.46  0.538
Br9 3.87 0.91 -5.09  0.623
H3 2.09 2.00 -3.99  -0.112
C4 0.02 -5.01 -0.34  -1.625
Br10 -0.60 -5.70 -2.05  0.561
Br11 0.82 -6.40 0.64  0.601
Br12 -1.36 -4.11 0.73  0.538
H4 0.76 -4.21 -0.49  -0.059
C5 -1.34 3.93 -2.04  -1.593
Br13 -1.88 4.23 -3.82  0.664
Br14 0.60 3.93 -1.77  0.613
Br15 -2.38 2.55 -1.14  0.623
H5 -1.71 4.82 -1.53  -0.043
O1 0.87 0.48 -3.33  0.029
C6 -0.23 0.37 -3.91  -0.350
O2 -0.55 1.12 -5.00  -0.012
C7 -1.87 0.83 -5.46  -0.174
C8 -2.63 0.24 -4.26  -0.166
C9 -1.53 -0.43 -3.53  -0.088
H6 -1.67 0.20 -6.34  0.139
H7 -2.29 1.70 -5.89  0.095
H8 -3.41 -0.35 -4.75  0.124
H9 -3.11 1.06 -3.65  0.093
H10 -1.52 -1.49 -3.69  0.129
H11 -1.64 -0.17 -2.45  0.098
O3 2.11 -2.62 -1.17  0.092
C10 1.87 -1.54 -0.70  -0.553
O4 2.75 -0.85 -0.11  0.092
C11 2.15 0.30 0.47  -0.131
C12 0.74 0.45 -0.18  -0.153
C13 0.48 -0.94 -0.74  -0.087
H12 2.74 1.14 0.24  0.092
H13 1.98 0.19 1.57  0.051
H14 0.78 1.18 -0.98  0.037
H15 -0.05 0.68 0.55  0.089
H16 0.12 -1.05 -1.75  0.086
H17 -0.24 -1.50 -0.17  0.077
C14 -0.24 -1.58 7.03  0.047
N1 -0.12 -0.05 7.13  -0.403
O5 -1.06 0.57 7.60  0.019
O6 0.91 0.56 6.72  0.003
H18 -0.21 -1.74 5.94  0.012
H19 -1.19 -1.93 7.49  0.112
H20 0.68 -1.99 7.44  0.089

- Kohn-Sham gap (eV) = 9.50
- E_LUMO (eV) = -0.513
- multiplicity = 1

=====

5.
This record from the Open Molecules 2025 dataset describes a structure of composition C3H6O2S3 at a distorted geometry. The level of theory is wB97M-V/def2-TZVPD.

Each line ends with the Löwdin charge.
Atoms and positions in Å:
C1 0.71 0.21 -0.76  -0.732
C2 -2.08 -0.56 0.83  -0.974
C3 0.95 -0.84 0.36  -0.300
O1 -0.32 0.37 -1.39  -0.102
O2 2.07 -0.67 1.14  -0.077
S1 2.22 1.11 -0.82  0.930
S2 -2.23 1.17 0.66  0.640
S3 -2.56 -1.34 -0.56  0.717
H1 1.04 -1.86 -0.10  0.157
H2 -0.03 -0.92 0.88  0.055
H3 2.19 0.25 1.25  0.009
H4 2.11 1.81 -1.90  -0.136
H5 -1.54 1.63 1.88  -0.053
H6 -2.53 -0.35 -1.46  -0.136

- Kohn-Sham gap (eV) = 8.75
- E_LUMO (eV) = -0.097
- multiplicity = 1
- ΔE to the lowest compared entry with this formula, charge and spin (kJ/mol) = 242.4

=====

6.
This record from the Open Molecules 2025 dataset describes a cluster of 3 separate species, C6H17INO2 in total at a distorted geometry. The level of theory is wB97M-V/def2-TZVPD.

Each line ends with the Löwdin charge.
Atoms and positions in Å:
I1 -0.09 2.14 -2.39  -0.397
C1 4.09 0.66 -1.83  -0.112
C2 3.51 1.01 -0.45  -0.295
O1 3.11 2.41 -0.56  -0.159
H1 4.11 -0.42 -1.96  0.059
H2 5.09 1.08 -1.95  0.060
H3 3.55 1.04 -2.70  0.061
H4 4.30 0.96 0.31  0.094
H5 2.72 0.30 -0.21  0.091
H6 2.17 2.36 -0.75  -0.086
C3 -3.64 -0.82 1.10  -0.073
C4 -2.40 -0.24 0.35  -0.405
C5 -1.31 -1.35 0.00  -0.167
O2 -0.65 -2.05 1.08  -0.208
C6 -0.15 -1.18 2.04  -0.143
N1 -2.93 0.42 -0.89  0.012
H7 -3.43 -1.15 2.12  0.057
H8 -4.08 -1.67 0.59  0.070
H9 -4.43 -0.08 1.15  0.060
H10 -1.82 0.47 0.93  0.110
H11 -0.43 -0.92 -0.47  0.095
H12 -1.75 -2.08 -0.69  0.120
H13 0.34 -0.28 1.68  0.089
H14 0.60 -1.68 2.65  0.082
H15 -1.04 -0.98 2.64  0.078
H16 -3.34 1.26 -0.52  0.053
H17 -2.09 0.79 -1.30  -0.148

- charge = -1
- Kohn-Sham gap (eV) = 7.36
- E_LUMO (eV) = 3.236
- multiplicity = 1
- ΔE to the lowest compared entry with this formula, charge and spin (kJ/mol) = 31.4

=====

7.
This record from the Open Molecules 2025 dataset describes a structure of composition C54H50F9N2O3P2 at a distorted geometry. The level of theory is wB97M-V/def2-TZVPD.

Each line ends with the Löwdin charge.
Atoms and positions in Å:
N1 5.55 4.70 -0.80  -0.210
P1 3.95 4.30 -0.28  0.581
O1 4.11 2.60 -0.08  -0.397
N2 3.13 4.56 -1.69  -0.493
P2 1.48 4.50 -1.41  0.572
O2 1.18 5.43 -0.05  -0.422
O3 1.15 2.93 -0.88  -0.413
H1 6.21 4.35 -0.09  0.004
H2 5.76 4.16 -1.64  -0.003
H3 3.77 2.39 0.83  0.033
H4 1.85 5.29 0.65  -0.028
H5 1.97 2.37 -0.97  0.005
F1 6.48 0.83 1.43  0.058
C1 6.23 -0.40 0.94  -0.278
C2 5.13 -0.59 0.12  0.003
C3 4.88 -1.86 -0.37  -0.067
C4 5.72 -2.92 -0.03  -0.114
C5 6.82 -2.70 0.79  -0.097
C6 7.08 -1.43 1.28  -0.025
H6 4.48 0.25 -0.12  0.090
H7 4.04 -2.03 -1.01  0.101
H8 5.52 -3.91 -0.42  0.084
H9 7.47 -3.52 1.06  0.099
H10 7.93 -1.23 1.92  0.113
F2 0.24 4.13 3.04  0.061
C7 -0.87 3.41 2.81  -0.302
C8 -1.82 3.31 3.81  -0.041
C9 -2.97 2.57 3.57  -0.108
C10 -3.15 1.94 2.34  -0.104
C11 -2.18 2.06 1.35  -0.069
C12 -1.03 2.80 1.58  -0.002
H11 -1.66 3.80 4.76  0.118
H12 -3.73 2.49 4.33  0.097
H13 -4.05 1.37 2.15  0.095
H14 -2.32 1.58 0.39  0.104
H15 -0.27 2.92 0.82  0.085
F3 2.40 0.29 -2.26  0.046
C13 1.30 -0.43 -2.54  -0.280
C14 0.35 -0.58 -1.55  -0.005
C15 -0.78 -1.34 -1.83  -0.079
C16 -0.94 -1.93 -3.07  -0.094
C17 0.03 -1.76 -4.05  -0.079
C18 1.16 -1.00 -3.79  -0.007
H16 0.50 -0.12 -0.59  0.118
H17 -1.54 -1.46 -1.06  0.091
H18 -1.82 -2.52 -3.28  0.079
H19 -0.09 -2.22 -5.02  0.102
H20 1.93 -0.85 -4.54  0.111
F4 -4.89 9.12 1.91  0.030
C19 -3.85 8.25 1.73  -0.292
C20 -2.72 8.69 1.08  -0.028
C21 -1.67 7.81 0.90  -0.066
C22 -1.76 6.50 1.36  -0.067
C23 -2.92 6.08 2.01  -0.058
C24 -3.97 6.96 2.20  -0.020
H21 -2.67 9.71 0.72  0.111
H22 -0.77 8.13 0.40  0.108
H23 -0.94 5.82 1.21  0.076
H24 -3.00 5.07 2.36  0.080
H25 -4.87 6.65 2.71  0.098
F5 -6.07 4.31 3.06  0.058
C25 -7.35 4.52 3.44  -0.287
C26 -8.10 5.45 2.75  -0.013
C27 -9.41 5.67 3.15  -0.085
C28 -9.95 4.97 4.22  -0.103
C29 -9.17 4.04 4.90  -0.090
C30 -7.86 3.81 4.51  -0.018
H26 -7.66 5.99 1.93  0.120
H27 -10.02 6.39 2.61  0.104
H28 -10.97 5.14 4.52  0.097
H29 -9.58 3.49 5.73  0.102
H30 -7.23 3.09 5.02  0.116
F6 -3.27 -3.55 -1.96  0.037
C31 -3.48 -4.83 -2.35  -0.278
C32 -4.60 -5.11 -3.11  -0.017
C33 -4.81 -6.42 -3.52  -0.088
C34 -3.91 -7.41 -3.17  -0.099
C35 -2.79 -7.10 -2.41  -0.076
C36 -2.57 -5.80 -2.00  -0.005
H31 -5.29 -4.32 -3.36  0.118
H32 -5.68 -6.65 -4.12  0.102
H33 -4.08 -8.43 -3.50  0.099
H34 -2.09 -7.87 -2.14  0.106
H35 -1.70 -5.53 -1.41  0.110
F7 1.63 -8.31 -0.13  0.050
C37 2.83 -8.03 0.41  -0.286
C38 3.27 -6.72 0.43  -0.010
C39 4.51 -6.44 0.99  -0.073
C40 5.29 -7.46 1.51  -0.093
C41 4.83 -8.77 1.47  -0.089
C42 3.59 -9.06 0.92  -0.023
H36 2.65 -5.94 0.02  0.114
H37 4.86 -5.42 1.03  0.083
H38 6.25 -7.24 1.94  0.100
H39 5.44 -9.57 1.87  0.102
H40 3.21 -10.07 0.89  0.115
F8 0.28 -4.26 0.26  0.053
C43 -0.60 -4.45 1.27  -0.285
C44 -0.21 -5.16 2.38  -0.014
C45 -1.12 -5.34 3.41  -0.085
C46 -2.41 -4.83 3.30  -0.098
C47 -2.78 -4.12 2.17  -0.075
C48 -1.87 -3.92 1.14  -0.019
H41 0.80 -5.56 2.44  0.113
H42 -0.83 -5.89 4.29  0.103
H43 -3.12 -4.98 4.10  0.098
H44 -3.78 -3.72 2.08  0.106
H45 -2.14 -3.37 0.25  0.092
F9 4.37 -0.10 -6.06  0.031
C49 4.71 1.18 -5.80  -0.285
C50 5.47 1.87 -6.72  -0.039
C51 5.82 3.19 -6.44  -0.100
C52 5.41 3.79 -5.26  -0.089
C53 4.64 3.07 -4.35  -0.065
C54 4.28 1.76 -4.62  -0.003
H46 5.79 1.38 -7.63  0.108
H47 6.42 3.74 -7.15  0.096
H48 5.68 4.81 -5.04  0.101
H49 4.31 3.53 -3.42  0.057
H50 3.69 1.19 -3.93  0.095

- charge = -1
- Kohn-Sham gap (eV) = 6.12
- E_LUMO (eV) = 1.933
- multiplicity = 1
- ΔE to the lowest compared entry with this formula, charge and spin (kJ/mol) = 0.0

=====

8.
This record from the Open Molecules 2025 dataset describes a cluster of 2 separate species, C9H20BF4NO in total. The level of theory is wB97M-V/def2-TZVPD.

Each line ends with the Löwdin charge.
Atoms and positions in Å:
C1 4.18 1.11 -0.19  -0.079
C2 4.02 -0.39 -0.38  -0.250
O1 2.75 -0.88 0.03  -0.154
C3 2.46 -0.73 1.39  -0.239
C4 1.10 -1.36 1.64  -0.110
C5 0.00 -0.70 0.83  -0.270
C6 -1.20 -1.54 0.43  -0.136
C7 -1.94 -0.83 -0.70  -0.155
C8 -2.13 0.68 -0.41  -0.158
C9 -1.82 1.11 1.01  -0.083
N1 -0.56 0.47 1.61  0.090
H1 4.36 1.40 0.85  0.069
H2 5.02 1.47 -0.78  0.080
H3 3.28 1.63 -0.55  0.083
H4 4.10 -0.65 -1.43  0.123
H5 4.81 -0.93 0.17  0.121
H6 3.22 -1.23 2.01  0.135
H7 2.46 0.33 1.67  0.115
H8 1.13 -2.42 1.38  0.131
H9 0.88 -1.30 2.71  0.127
H10 0.43 -0.26 -0.08  0.160
H11 -1.85 -1.67 1.32  0.129
H12 -0.87 -2.53 0.13  0.127
H13 -2.89 -1.29 -0.93  0.111
H14 -1.33 -0.92 -1.60  0.126
H15 -3.17 0.96 -0.58  0.106
H16 -1.57 1.28 -1.12  0.125
H17 -2.63 0.87 1.70  0.130
H18 -1.66 2.19 1.06  0.130
H19 0.16 1.18 1.74  0.170
H20 -0.79 0.12 2.54  0.165
B1 -4.00 0.98 -3.12  -1.240
F1 -3.96 2.12 -2.28  0.059
F2 -4.94 1.14 -4.13  0.120
F3 -2.71 0.76 -3.65  0.081
F4 -4.34 -0.14 -2.30  0.061

- Kohn-Sham gap (eV) = 9.57
- E_LUMO (eV) = -0.765
- multiplicity = 1